The following is a quantum chemistry calculation of a molecular structure, C24H32AsN2OPdS3, from OMol25.

**Net charge**: +3
**Relative energy (zero: lowest compared OMol25 entry of this formula, charge and spin)**: 0.000 eV
**Electronic energy**: -4675.69493 Ha
**HOMO energy (alpha / beta)**: -15.82 / -15.82 eV
**LUMO energy (alpha / beta)**: -12.3 / -12.3 eV
**HOMO-LUMO gap (alpha / beta)**: 0.1292 / 0.1291 hartree

```
64
Properties=species:S:1:pos:R:3:nbo_charge:R:1
H 0.554 -2.988 1.685 0.2503
H -1.312 -0.205 -3.472 0.2489
H 2.631 -1.228 -2.306 0.2615
H -1.048 -5.657 -1.658 0.2798
H 3.732 0.057 -1.750 0.2765
C 3.897 4.626 -0.777 -0.1880
C 3.143 2.518 0.112 -0.1148
H -3.565 4.203 2.889 0.2752
H -1.396 1.195 5.023 0.2370
C 0.475 -1.976 3.682 0.1269
H 1.168 2.154 0.918 0.2331
S -3.185 -4.682 -1.846 0.2668
S -0.245 -1.948 -2.351 0.3958
H 3.195 -1.202 -0.614 0.2504
C 5.216 4.201 -0.669 -0.1743
C 4.467 2.099 0.224 -0.2138
C 2.022 1.602 0.524 -0.7019
S -3.027 -1.023 -1.015 0.3156
C 1.160 1.716 -2.502 -0.9570
C 2.864 3.789 -0.388 -0.1804
H 0.285 2.346 -2.352 0.2557
H -4.912 -3.453 -0.792 0.2620
H -3.660 -0.776 -3.291 0.2746
C -1.406 -4.640 -1.484 -0.5753
H 0.992 -2.603 4.394 0.2837
C -2.447 2.726 4.047 -0.0051
C -0.564 -3.778 -2.425 -0.5096
H 3.676 5.615 -1.156 0.2383
H -3.513 -2.164 0.929 0.2488
C -1.818 1.571 1.554 0.5204
H 6.021 4.858 -0.967 0.2456
O -1.439 1.194 0.450 -0.5214
C -2.957 3.310 2.818 -0.1326
C -1.694 1.599 4.065 -0.2788
H 1.042 1.116 -3.403 0.2568
H -3.317 -2.462 -2.895 0.2769
C -3.096 -2.551 -0.004 -0.5166
H -0.073 -0.433 4.933 0.4670
C -2.674 2.748 1.636 -0.2313
C -1.365 0.919 2.860 0.1177
Pd -0.705 -0.484 -0.627 0.4612
H -1.207 -4.445 -0.433 0.2200
H -3.019 3.144 0.690 0.2692
H -2.076 -2.857 0.204 0.2070
H 0.458 -4.158 -2.444 0.2569
H -2.706 3.204 4.983 0.2688
N -0.091 -0.836 4.005 -0.4337
C 5.500 2.938 -0.166 -0.1824
H -1.504 -1.696 -4.393 0.2718
C -2.952 -1.442 -2.797 -0.5646
H 4.700 1.120 0.631 0.2110
C 2.903 -0.593 -1.467 -0.9519
H 2.051 2.338 -2.597 0.2817
As 1.419 0.540 -0.999 1.1825
C 0.241 -2.147 2.284 0.0023
H -4.035 -4.398 0.394 0.2524
H 2.352 0.878 1.272 0.2402
C -0.660 -0.267 2.857 0.2452
N -0.431 -1.126 1.810 -0.4080
H 1.839 4.136 -0.465 0.2011
H 6.526 2.610 -0.067 0.2418
C -3.910 -3.740 -0.468 -0.5572
H -0.953 -3.849 -3.443 0.2594
C -1.567 -1.264 -3.393 -0.5395
```


The following is a quantum chemistry calculation of a molecular structure, C23H19N5O2SY, from OMol25.

**Net charge**: +1
**Relative energy (zero: lowest compared OMol25 entry of this formula, charge and spin)**: 0.205 eV
**Electronic energy**: -1748.62033 Ha
**HOMO energy**: -10.31 eV
**LUMO energy**: -3.4 eV
**HOMO-LUMO gap**: 0.2550 hartree

```
51
Properties=species:S:1:pos:R:3:lowdin_charge:R:1
C -0.097 -5.281 0.222 -0.0092
H 6.774 0.581 -0.545 0.1026
H 7.520 2.933 -0.453 0.1060
C -0.806 -3.203 -0.688 -0.0875
C -4.215 1.601 -0.383 -0.0139
C 4.691 1.078 -0.459 -0.0384
C 2.308 1.766 -0.367 -0.4439
H -2.526 5.049 -0.680 0.1157
Y -0.131 -0.004 0.110 1.4314
C -4.380 4.001 -0.563 -0.0797
C 2.877 0.169 3.841 -0.0028
C 6.045 1.379 -0.480 -0.0807
C -0.773 3.143 -0.535 -0.0434
N 0.045 -2.522 0.093 0.0300
C 3.749 2.099 -0.392 -0.1604
H -1.432 -2.612 -1.347 0.1238
C 3.665 -1.888 2.606 -0.0049
N 1.447 2.737 -0.425 0.0722
C 0.812 -3.207 0.937 -0.2604
C 6.464 2.700 -0.432 -0.0787
H 3.944 0.324 3.976 0.1022
H -1.592 -5.089 -1.320 0.1228
C 3.093 -2.793 1.796 -0.0043
N 2.682 -1.004 3.000 -0.0971
H -6.059 2.668 -0.433 0.1110
H 3.510 -3.618 1.248 0.1377
C 5.525 3.723 -0.364 -0.0698
H 3.434 4.213 -0.296 0.1086
H 1.393 -5.092 1.771 0.1311
C -3.007 4.082 -0.593 -0.0367
C 0.772 -4.584 1.047 0.0319
S 0.016 -0.553 2.761 0.6663
O 1.969 0.494 -0.276 -0.2363
C -2.201 2.935 -0.506 -0.1454
C 1.500 -1.351 2.466 -0.7094
H 4.351 0.052 -0.506 0.1020
C 4.174 3.427 -0.345 -0.0254
H -4.983 4.896 -0.624 0.1067
H -0.153 -6.359 0.280 0.1269
H 2.398 0.026 4.807 0.1023
C -4.980 2.748 -0.455 -0.0624
C -0.901 -4.580 -0.665 -0.0190
O -2.104 0.547 -0.346 -0.2682
H -0.441 4.160 -0.740 0.1335
N 1.743 -2.464 1.712 0.0034
H 5.850 4.754 -0.329 0.1071
H 2.440 1.037 3.352 0.0910
N 0.145 2.259 -0.337 -0.1075
H 4.688 -1.777 2.917 0.1391
C -2.821 1.665 -0.407 -0.3359
H -4.680 0.626 -0.310 0.1163
```


The following is a quantum chemistry calculation of C3H5N5 in the gas phase at a distorted geometry, from OMol25.

**Relative energy (zero: lowest compared OMol25 entry of this formula, charge and spin)**: 4.704 eV
**Electronic energy**: -390.94556 Ha
**SMILES**: [H]/N=c1\cnnnn1C
**HOMO energy**: -9.57 eV
**LUMO energy**: -0.7 eV
**HOMO-LUMO gap**: 0.3272 hartree

```
13
Properties=species:S:1:pos:R:3:nbo_charge:R:1
N 1.086 -1.515 -0.106 0.0491
N 2.228 -0.873 -0.020 -0.0866
N -1.132 1.361 -0.044 -0.6973
H 1.306 2.302 -0.083 0.1891
H -1.875 -0.486 -0.728 0.2597
C 1.329 1.175 0.002 0.0423
H -1.713 -1.180 1.162 0.2280
C -0.077 0.710 -0.057 0.3384
H -0.938 2.313 0.046 0.3546
H -1.273 -2.385 -0.307 0.2290
N 2.438 0.480 0.063 -0.2111
N -0.021 -0.690 0.051 -0.2468
C -1.357 -1.213 0.022 -0.4485
```


The following is a quantum chemistry calculation of a molecular structure, C25H30N3PdS2, from OMol25.

**Net charge**: +1
**Spin multiplicity**: 5
**Electronic energy**: -2058.79176 Ha
**HOMO energy (alpha / beta)**: -9.79 / -10.29 eV
**LUMO energy (alpha / beta)**: -1.9 / -5.6 eV
**HOMO-LUMO gap (alpha / beta)**: 0.2888 / 0.1710 hartree
**⟨S²⟩**: 6.0400

```
61
Properties=species:S:1:pos:R:3:nbo_charge:R:1
C 2.853 1.929 -2.130 -0.4273
C -1.983 -2.576 -0.131 -0.2576
H -1.843 1.895 3.248 0.2012
H -2.770 1.544 0.972 0.2233
C -0.759 1.905 3.187 -0.4166
H -1.917 1.271 -5.095 0.2200
C -1.126 0.906 -4.458 -0.2142
C -3.766 -4.050 -0.791 -0.2031
H -0.195 -1.339 2.580 0.2191
N -2.461 -0.537 1.136 -0.4681
H 1.707 -0.385 -0.864 0.1900
H -0.350 1.913 4.204 0.1967
H 4.341 0.259 -0.286 0.2097
C -3.291 0.608 0.744 -0.4226
H -3.472 0.554 -0.334 0.2284
H 3.743 2.548 -2.058 0.2216
H 4.062 -0.029 3.919 0.2286
C 3.405 0.483 3.235 -0.1840
C 3.913 1.424 2.353 -0.2118
C -4.681 -3.257 -0.114 -0.1552
C -0.277 0.461 -2.246 -0.2286
C -1.297 0.901 -3.078 -0.2205
H -2.865 0.073 3.107 0.2112
C -4.250 -2.128 0.563 -0.1875
C -2.422 -3.730 -0.781 -0.1488
H 2.130 2.225 -1.324 0.2256
C 4.400 0.166 -1.381 -0.4221
H -4.098 -4.928 -1.322 0.2372
C 2.042 0.224 3.270 -0.2639
H -1.701 -4.351 -1.289 0.2376
C -2.915 -1.756 0.520 0.1498
C -2.263 -0.676 2.587 -0.2326
C 0.059 0.457 -5.016 -0.2182
C 3.068 2.075 1.476 -0.2086
H -4.957 -1.529 1.119 0.2217
H -2.234 1.263 -2.665 0.1985
Pd -0.478 0.204 -0.008 0.7925
H 2.021 -0.308 -4.623 0.2154
H 3.444 2.815 0.789 0.2276
H -5.731 -3.504 -0.122 0.2343
C 2.089 -0.362 -1.926 -0.2404
S 0.673 2.494 0.238 -0.0273
C 1.711 1.767 1.453 -0.2654
H -0.458 2.825 2.688 0.2287
H -0.722 -0.530 4.092 0.2015
H -2.601 -1.667 2.909 0.2282
H -4.259 0.616 1.258 0.1949
H 4.615 -0.875 -1.623 0.2184
C -0.783 -0.507 2.992 -0.2319
N -0.253 0.746 2.444 -0.5132
C 0.928 0.036 -2.812 -0.1437
H 2.329 2.127 -3.068 0.2445
H 1.652 -0.457 4.008 0.2224
H 5.225 0.784 -1.734 0.2217
H 0.186 0.449 -6.090 0.2231
C 1.086 0.025 -4.196 -0.2026
S -0.284 -2.201 -0.074 0.2116
H 4.967 1.660 2.352 0.2290
N 3.184 0.557 -2.031 -0.2458
H 2.449 -1.368 -2.167 0.2269
C 1.178 0.862 2.391 0.2210
```


The following is a quantum chemistry calculation of 9 unconnected molecules or ions with the total composition C22H37N7O4 at a distorted geometry, from OMol25.

**Relative energy (zero: lowest compared OMol25 entry of this formula, charge and spin)**: 0.000 eV
**Electronic energy**: -1544.68115 Ha
**SMILES**: CCOC(C)=O.CCOC(C)=O.CC#N.CC#N.CC#N.CC#N.CC#N.CC#N.CC#N
**HOMO energy**: -10.01 eV
**LUMO energy**: 0.3 eV
**HOMO-LUMO gap**: 0.3773 hartree

```
70
Properties=species:S:1:pos:R:3:nbo_charge:R:1
C 9.077 15.724 14.713 -0.6533
O 13.022 13.318 11.643 -0.6417
C 12.172 13.133 13.913 -0.7240
C 11.703 11.314 9.475 -0.7140
H 10.385 13.884 18.989 0.2398
C 6.422 14.003 10.868 -0.7121
C 13.970 8.567 12.955 0.3065
C 13.615 9.208 11.734 -0.7298
H 14.407 9.159 11.045 0.2403
N 14.121 17.885 10.262 -0.3704
H 9.712 16.670 11.310 0.2238
H 12.231 10.789 10.263 0.2605
C 9.997 17.417 7.435 -0.7261
H 11.930 13.986 14.555 0.2545
H 12.749 8.801 11.259 0.2642
H 10.180 12.356 18.195 0.2444
C 12.295 13.690 12.523 0.8406
H 6.182 15.015 11.077 0.2468
H 13.549 20.476 11.825 0.2559
H 16.084 14.549 12.069 0.2602
H 11.391 13.370 17.509 0.2391
H 11.451 12.332 13.928 0.2449
H 7.677 14.186 15.265 0.2160
N 8.744 15.759 8.947 -0.3493
N 14.099 16.041 13.963 -0.3670
H 16.871 16.090 12.520 0.2519
H 7.947 9.896 13.971 0.2557
C 14.886 15.872 13.154 0.3130
H 11.016 17.046 7.351 0.2611
C 8.676 14.312 14.890 -0.0795
H 12.976 19.202 12.913 0.2699
O 11.492 14.801 12.415 -0.5361
H 7.524 13.926 10.735 0.2921
H 8.063 10.795 12.451 0.2687
H 8.913 11.380 13.903 0.2618
H 13.149 12.818 14.244 0.2343
H 13.405 10.256 11.927 0.2561
C 8.577 10.510 13.351 -0.7154
N 9.685 12.434 10.764 -0.4057
C 9.280 16.564 8.359 0.3057
C 11.435 15.482 11.111 -0.0985
H 12.387 15.395 10.576 0.2076
O 9.637 13.617 15.798 -0.5273
H 10.004 15.754 14.132 0.2278
C 6.171 13.256 12.127 0.3112
H 11.077 17.489 10.542 0.2043
C 10.577 11.906 10.247 0.3438
H 5.841 13.521 10.128 0.2448
C 9.365 13.941 17.085 0.7913
H 8.709 13.743 13.954 0.1919
C 13.626 18.612 11.007 0.3187
N 6.200 12.733 13.137 -0.3820
N 14.318 7.966 13.869 -0.3386
C 9.813 9.788 13.016 0.3342
H 10.003 18.468 7.738 0.2541
H 11.060 17.309 12.273 0.2204
H 12.330 12.138 9.115 0.2675
C 15.922 15.616 12.169 -0.7336
C 10.821 16.814 11.338 -0.6390
H 15.629 16.003 11.196 0.2759
H 11.325 10.620 8.768 0.2497
H 10.686 14.892 10.521 0.2048
O 8.354 14.565 17.355 -0.6107
H 9.113 16.240 15.651 0.2251
H 11.953 19.675 11.592 0.2560
N 10.836 9.273 12.809 -0.4067
C 13.020 19.556 11.908 -0.7291
H 8.423 16.230 14.022 0.2140
H 9.560 17.327 6.453 0.2583
C 10.384 13.391 18.028 -0.7193
```